DFT (ωB97M-V with the def2-TZVPD basis set) results for a molecular structure, C37H46IrN3O6S5.

Results
Total energy (eV): -112892.2256
Total charge: -1
ΔE to the lowest compared entry with this formula, charge and spin (kcal/mol): 26.8
Multiplicity: 2

Positions of all 98 atoms, in Å:
Ir  0.161266  -1.343722  1.159850
C  -0.917141  4.491314  3.301240
O  -1.775113  -2.028832  0.989129
C  3.588381  -1.683482  -3.413072
C  2.227229  6.621998  0.341866
C  -1.198931  -2.041666  3.819133
H  0.328927  -4.247541  5.460002
C  -2.924756  -0.514320  -3.248341
C  -1.701703  -3.270574  3.058645
H  -4.083060  1.438944  0.635568
O  -3.529146  -3.268210  1.546957
H  1.220183  7.555856  -1.308691
H  0.485481  -0.252512  -3.538166
H  0.241651  0.981279  -0.679747
H  2.378008  -0.726222  -4.920634
C  -0.433250  2.076412  0.900371
H  -2.429192  -3.827346  3.644727
C  1.581993  -2.695671  -4.507282
C  0.850552  5.445160  -1.237149
H  -0.356596  6.590256  3.290966
H  4.257052  -2.183496  -4.124038
C  2.760790  -3.903450  -2.651817
H  -4.840527  0.350504  -2.787628
N  0.122014  1.965423  -0.327777
H  0.970387  -4.583628  -3.648831
C  2.469834  5.433297  1.017919
C  -0.379449  -4.085182  2.870178
C  0.633117  -3.193837  3.586688
H  -0.536835  -2.973075  -2.674486
C  -0.863789  -2.385392  5.266529
H  -1.828105  2.547207  3.014050
H  2.288714  -2.490857  -0.338255
H  -1.107455  3.917886  0.500616
H  -4.991060  -0.059781  0.475114
H  1.657156  -3.281062  3.232885
C  1.347334  -0.669422  -3.032457
C  -3.237982  -0.777357  -4.700470
H  2.092411  3.314992  1.094673
H  -0.456381  -5.065206  3.336541
C  1.407930  6.630532  -0.779084
C  -3.533131  0.242350  -1.074672
C  3.342936  -2.567105  -2.193594
C  -1.271040  -0.679471  -1.422645
S  2.495643  -0.806231  1.554054
S  3.271246  0.766889  0.671355
H  -2.495054  -0.316605  -5.355553
O  -0.145631  -5.408251  0.907352
C  1.889460  4.251061  0.583823
H  2.625661  -4.571422  -1.796198
N  0.030522  -0.925247  -0.904386
C  0.588199  2.975724  -1.162718
C  0.024478  -4.315399  1.409817
H  -0.671233  -1.478212  5.838046
H  2.677151  7.543848  0.689259
H  2.204471  -3.174491  -5.272446
H  0.431688  -3.622489  -1.379927
N  -1.102353  3.189093  1.197005
O  0.134799  -1.863273  3.260105
C  1.407334  -3.639008  -3.309878
H  -5.352756  1.302209  -0.591514
C  0.993007  -1.609453  -1.849084
H  1.882569  0.188583  -2.617261
C  -1.719403  3.488567  2.481349
H  -1.676142  -2.932195  5.742877
H  0.607590  -2.491471  -4.966225
H  -1.032216  -1.353847  -3.475310
H  4.286433  -2.735355  -1.664368
C  2.237402  -1.383923  -4.056467
C  1.087592  4.257271  -0.554545
C  -0.959726  5.893473  2.707866
H  1.272116  -2.758291  5.609680
H  -1.321771  4.502285  4.316461
C  2.379392  -1.866967  -1.219414
O  0.630619  -3.325912  0.820100
C  -3.861192  0.069685  -2.413494
H  -3.239420  -1.849221  -4.912563
C  0.430531  -3.224686  5.099568
H  3.116601  5.422025  1.886363
H  -0.566553  5.909824  1.689621
H  -1.984300  6.273121  2.682628
S  -0.338860  0.812697  2.038831
H  3.445748  -4.392246  -3.355447
S  3.190336  1.615441  3.744814
C  -2.282993  -0.124054  -0.614139
S  2.449713  -0.149500  3.725973
H  0.113989  4.134638  3.374083
H  0.253462  5.421795  -2.140234
H  -4.218147  -0.381212  -4.969144
O  0.675250  2.797078  -2.353595
H  2.822456  -0.911933  -0.944180
C  0.473265  -3.003184  -2.277332
C  -1.677147  -0.884045  -2.759247
H  4.066590  -0.747388  -3.107653
H  -1.769525  -1.130996  3.657199
C  -2.403993  -2.854816  1.764135
C  -4.547003  0.764743  -0.088453
H  -2.126635  -0.029888  0.442531
H  -2.721949  3.876145  2.281091

Cartesian forces, eV/Å:
Ir 0.6 0.0 0.5
C 0.0 0.0 0.0
O 0.0 -0.4 0.2
C 0.0 0.0 0.0
C 0.0 0.0 0.0
C 0.0 0.0 0.0
H 0.0 0.0 0.0
C 0.0 0.0 0.0
C 0.0 0.0 0.0
H 0.0 0.0 0.0
O 0.0 0.0 0.0
H 0.0 0.0 0.0
H -0.1 0.0 0.0
H 0.1 0.0 0.1
H 0.0 0.0 0.0
C -0.1 -0.2 0.1
H 0.0 0.0 0.0
C 0.0 0.0 0.0
C 0.0 0.0 0.0
H 0.0 0.0 0.0
H 0.0 0.0 0.0
C 0.0 0.0 0.0
H 0.0 0.0 0.0
N 0.1 -0.4 -0.1
H 0.0 0.0 0.0
C 0.0 0.0 0.1
C -0.1 0.0 0.0
C 0.0 -0.1 0.0
H 0.0 0.0 0.0
C 0.0 0.0 0.0
H 0.0 0.0 0.0
H 0.0 -0.1 0.1
H 0.0 0.0 0.0
H 0.0 0.0 0.0
H 0.0 0.0 0.0
C -0.1 0.0 0.0
C 0.0 0.0 0.0
H 0.0 0.0 0.0
H 0.0 0.0 0.0
C 0.0 0.0 0.0
C 0.0 0.0 0.0
C 0.0 -0.1 0.0
C -0.1 -0.1 -0.1
S -0.4 0.0 0.0
S 0.0 0.3 0.2
H 0.0 0.0 0.0
O 0.0 0.0 0.0
C 0.0 -0.1 0.0
H 0.0 0.0 0.0
N 0.1 0.2 -0.1
C 0.0 0.1 -0.1
C 0.1 0.1 0.0
H 0.0 0.0 0.0
H 0.0 0.0 0.0
H 0.0 0.0 0.0
H 0.0 0.0 -0.1
N 0.1 0.2 0.1
O 0.0 0.1 0.0
C 0.0 0.0 0.0
H 0.0 0.0 0.0
C 0.0 0.0 0.1
H 0.0 0.0 0.0
C 0.0 0.0 0.0
H 0.0 0.0 0.0
H 0.0 0.0 0.0
H 0.1 0.0 0.0
H 0.0 0.0 0.0
C 0.0 0.0 0.0
C 0.0 -0.1 0.1
C 0.0 0.0 0.0
H 0.0 0.0 0.0
H 0.0 0.0 0.0
C -0.1 0.0 -0.3
O 0.0 0.1 -0.2
C 0.0 -0.1 0.0
H 0.0 0.0 0.0
C 0.0 0.0 0.0
H 0.0 0.0 0.0
H 0.0 0.0 -0.1
H 0.0 0.0 0.0
S -0.2 -0.1 -0.3
H 0.0 0.0 0.0
S 0.0 0.0 0.0
C 0.1 0.3 -0.1
S 0.0 0.0 0.1
H 0.0 0.0 0.0
H 0.0 0.0 0.0
H 0.0 0.0 0.0
O 0.0 -0.1 0.0
H -0.1 -0.3 -0.1
C 0.0 0.0 0.0
C 0.1 0.0 0.1
H 0.0 0.0 0.0
H 0.0 0.0 0.0
C 0.1 0.0 0.0
C 0.0 0.0 0.0
H 0.1 0.2 0.0
H 0.0 0.0 0.0

Per-atom Löwdin charges, elementary charge units: Ir 1.037; C -0.230; O -0.174; C -0.128; C -0.091; C -0.244; H 0.118; C -0.275; C -0.093; H 0.062; O 0.069; H 0.100; H 0.100; H 0.109; H 0.134; C -0.671; H 0.152; C -0.117; C -0.028; H 0.073; H 0.114; C -0.120; H 0.102; N 0.129; H 0.136; C -0.068; C -0.093; C -0.250; H 0.106; C -0.082; H 0.070; H 0.053; H 0.140; H 0.083; H 0.155; C -0.087; C -0.060; H 0.058; H 0.154; C -0.083; C -0.267; C -0.275; C -0.246; S -0.027; S 0.048; H 0.074; O 0.083; C -0.033; H 0.123; N -0.086; C -0.396; C -0.576; H 0.116; H 0.100; H 0.112; H 0.108; N 0.047; O -0.352; C -0.281; H 0.067; C -0.394; H 0.115; C -0.211; H 0.118; H 0.114; H 0.079; H 0.139; C -0.283; C -0.162; C -0.102; H 0.109; H 0.109; C -0.198; O -0.198; C -0.040; H 0.077; C -0.084; H 0.108; H 0.054; H 0.073; S 0.730; H 0.113; S 0.017; C -0.061; S -0.035; H 0.108; H 0.119; H 0.065; O 0.123; H -0.015; C -0.078; C -0.015; H 0.119; H 0.143; C -0.571; C -0.048; H 0.039; H 0.125

DFT (ωB97M-V with the def2-TZVPD basis set) results for a molecular structure, C18H51FeN15O10.

Results
Total energy (eV): -96706.4371
Total charge: -1
Multiplicity: 6

Positions of all 95 atoms, in Å:
H  0.653871  -1.435775  -0.130302
N  4.839914  -0.453434  -4.540693
H  -5.289215  1.955242  2.957262
H  0.375800  1.188570  -2.848595
O  0.500358  3.982144  -1.577140
H  -1.420781  0.671770  2.659011
C  -2.300538  -0.162787  -1.441121
H  2.016955  -2.225700  0.512089
C  -4.522041  1.210045  -1.250753
H  -5.233458  -1.923598  1.801423
H  -2.706023  1.157119  3.907373
H  -1.010728  2.273783  -3.791120
H  1.024920  0.610844  0.310481
N  -0.453543  -4.219149  2.122437
C  -3.396424  1.067848  2.036926
H  -0.613541  -2.350585  0.561388
H  0.292367  3.478053  4.919380
N  1.117477  1.284576  4.246241
H  2.940684  -4.424770  -1.974931
C  -2.222006  1.351015  2.950178
H  5.220670  -3.189379  -0.004885
H  -5.069978  -1.186559  -0.673334
C  -0.059305  -1.321337  -4.047005
H  5.854387  -4.710563  0.543769
O  2.985137  2.169233  5.129213
H  -2.128719  0.634159  -2.164628
N  2.010980  5.035252  0.415682
H  -1.493646  3.852937  -3.057541
H  5.103796  0.519722  -4.599289
C  4.546140  -4.888792  -0.882048
H  -3.221898  -1.172739  2.696127
H  -4.909397  2.218065  1.155844
O  5.136044  -0.650729  -2.418638
H  0.440221  3.448198  0.583035
H  -5.881200  -0.384459  1.377596
H  -0.785115  -4.895818  2.794948
N  -0.112213  -2.231258  -3.097643
C  1.706560  -0.004016  0.898188
H  3.355746  -3.278924  -0.764870
N  1.158117  3.227582  5.375291
C  1.724214  -1.297093  0.022100
C  -3.937026  -0.406065  2.397961
C  0.186829  3.068851  -2.392750
O  2.880477  0.763320  0.991328
H  1.265582  4.975035  -0.263179
C  4.890380  -1.150180  -3.505122
C  1.998073  4.312165  1.517747
H  -4.205658  3.190100  2.330332
H  -5.438059  1.305769  -0.667788
H  0.134775  1.517288  4.230197
O  2.323517  -1.248293  -1.268153
H  -3.671626  -1.813182  -0.084189
C  -1.580627  -3.646006  1.773636
O  -2.076186  2.115317  0.321768
H  1.486846  1.766649  -1.652548
C  -4.282672  -0.917938  0.031004
H  0.954803  2.595860  1.922650
H  -4.117387  2.180270  -1.538880
C  -4.550772  2.166603  2.183870
H  0.472859  -3.860510  1.940049
Fe  4.183549  -0.170854  -0.605944
H  4.285462  -2.703268  -4.670225
H  2.872351  5.555651  0.330019
N  -0.880242  3.058239  -3.168475
N  4.455740  -2.380693  -3.728395
O  2.959896  4.146646  2.308976
H  4.233412  -2.860151  -2.867703
C  -3.460324  0.304282  -0.430426
H  1.607387  -0.829385  -3.142107
H  -4.353072  -0.315920  3.401401
N  5.251198  -4.195974  -0.081902
H  -2.558323  -1.042774  -2.030419
H  -1.583336  2.241752  1.135849
H  -0.808721  -2.960139  -3.036755
O  -2.605905  -4.052001  2.219753
O  4.652461  -6.171192  -1.070576
O  -0.980520  -1.116634  -4.831935
N  -2.807959  0.999941  0.688525
N  3.632803  -4.067405  -1.332000
H  1.274501  -0.172149  1.884678
H  -4.883436  0.793450  -2.190941
H  -2.417259  -2.458694  0.777937
H  0.641253  -2.064095  -2.446143
N  0.830371  1.967221  -2.393428
H  1.591460  0.426269  4.003907
C  -4.940676  -0.927809  1.468601
N  1.038130  -0.725783  -3.969950
H  -1.332932  -0.421447  -1.011084
H  4.661133  -0.956520  -5.398033
C  1.834954  2.147241  4.959816
H  1.821956  3.928943  5.671111
N  0.960902  3.487144  1.447596
H  1.263679  -0.039982  -4.676283
N  -1.457485  -2.641749  1.033711
H  -1.891129  2.374093  2.771464

Cartesian forces, eV/Å:
H -0.6 -0.1 -0.2
N 0.4 4.2 -6.7
H -0.1 -0.2 -0.3
H 0.5 -0.3 0.3
O -1.1 -0.4 -1.8
H 0.0 -0.2 0.5
C -0.9 0.4 0.1
H 0.6 -0.1 0.7
C 0.7 -0.3 0.4
H 0.1 -0.3 -0.4
H 1.0 0.4 0.6
H -0.6 0.5 0.0
H -1.0 0.3 0.0
N 1.7 -2.3 1.3
C -0.4 -0.9 -0.6
H -0.5 0.1 -0.1
H 0.3 0.4 0.2
N -0.7 -1.0 -0.3
H -0.1 0.0 0.2
C -0.9 -0.2 -0.3
H 0.0 0.1 0.0
H -0.1 0.7 -0.4
C -5.7 -2.4 -1.2
H 0.1 0.3 -0.1
O 5.6 -1.7 1.1
H 0.1 0.1 0.0
N 1.4 3.0 -0.4
H -0.1 -0.4 -0.5
H 0.1 -0.3 0.3
C -0.7 -6.2 -0.8
H 0.9 0.2 -1.1
H -1.0 -0.1 0.4
O 0.8 0.2 1.7
H 0.2 0.1 -0.1
H 0.1 0.5 0.4
H 1.7 -0.4 0.3
N -0.4 -2.2 2.2
C 1.6 1.0 -1.4
H -0.2 0.2 -0.4
N -2.0 1.6 1.2
C -0.7 -0.1 -0.5
C 0.2 2.2 1.9
C -0.1 3.4 3.6
O 0.6 -1.8 -1.4
H 0.6 0.2 -0.2
C -1.2 -1.8 2.8
C 3.4 -2.7 0.9
H 0.6 -0.1 0.4
H 0.1 0.3 0.2
H 0.1 -1.2 -0.4
O 0.9 1.0 0.9
H 0.2 0.1 0.3
C 2.3 -1.9 1.8
O -0.2 1.0 -0.5
H 0.1 0.0 0.0
C -0.3 -1.5 0.8
H 0.7 0.2 0.3
H 0.1 0.2 0.4
C 1.1 -0.6 -1.0
H -0.2 -0.4 0.4
Fe -1.5 0.1 1.5
H -0.2 -0.3 0.7
H -0.5 0.2 -0.6
N -1.5 1.2 -1.2
N 0.3 -1.7 1.0
O -1.9 1.4 -0.7
H -0.2 -0.9 -0.3
C -0.1 0.7 -1.6
H 0.7 0.2 0.2
H -0.6 0.6 0.2
N 4.8 0.8 4.2
H -0.5 0.0 0.0
H 0.7 0.4 -0.4
H 0.2 0.5 0.1
O -4.0 -1.3 1.1
O -0.3 4.1 0.1
O -0.2 0.4 -1.0
N -1.5 -3.0 0.4
N -3.8 0.9 -3.3
H -0.3 -0.5 0.2
H 0.4 -0.6 -0.1
H 0.6 1.4 -0.9
H -0.2 -1.3 0.9
N 2.4 -4.2 -0.4
H -0.7 0.1 -0.3
C 0.1 -0.2 -2.3
N 6.0 4.7 -1.2
H -0.2 0.3 0.6
H 0.0 0.7 -0.1
C -2.0 1.7 -1.2
H -0.6 0.3 -0.3
N -3.5 -2.2 1.1
H 0.0 0.0 0.4
N -1.4 4.7 -3.7
H 0.0 0.2 0.9

Per-atom Löwdin charges, elementary charge units: H 0.041; N 0.188; H 0.077; H 0.079; O -0.039; H 0.091; C -0.016; H 0.077; C -0.034; H 0.116; H 0.101; H 0.110; H 0.067; N 0.172; C -0.448; H 0.084; H 0.086; N 0.181; H 0.124; C -0.053; H 0.067; H 0.113; C -0.829; H 0.124; O 0.089; H 0.053; N 0.150; H 0.122; H 0.139; C -0.715; H 0.111; H 0.055; O -0.131; H 0.064; H 0.106; H 0.115; N 0.174; C -0.410; H 0.064; N 0.140; C -0.392; C -0.153; C -0.708; O -0.419; H 0.052; C -0.780; C -0.708; H 0.072; H 0.059; H 0.072; O -0.422; H 0.077; C -0.874; O 0.001; H 0.116; C -0.125; H 0.073; H 0.067; C 0.004; H 0.106; Fe 0.795; H 0.117; H 0.111; N 0.181; N 0.197; O -0.009; H 0.068; C -0.407; H 0.069; H 0.110; N 0.164; H 0.071; H 0.046; H 0.122; O 0.050; O -0.062; O -0.003; N -0.147; N 0.130; H 0.075; H 0.072; H 0.084; H 0.065; N 0.207; H 0.112; C -0.171; N 0.167; H 0.056; H 0.119; C -0.806; H 0.108; N 0.159; H 0.129; N 0.218; H 0.077

DFT (ωB97M-V with the def2-TZVPD basis set) results for 2 unconnected molecules or ions with the total composition C2H10N.

Results
Total energy (eV): -3719.1371
Total charge: +1
ΔE to the lowest compared entry with this formula, charge and spin (kcal/mol): 6.4

Positions of all 13 atoms, in Å:
H  -0.864376  0.041573  1.249920
C  -1.174461  0.677852  0.424486
N  1.009145  -1.628169  -0.054693
H  0.273323  -2.196533  -0.481709
H  1.346632  -0.902656  -0.693083
H  0.525571  -1.147178  0.715995
H  0.945232  1.142740  0.132571
H  -1.863206  0.127530  -0.223330
H  -0.035877  1.012000  -1.416515
C  -0.014852  1.324127  -0.368331
H  1.738724  -2.313283  0.162169
H  -0.097883  2.409664  -0.313667
H  -1.787970  1.452329  0.866183

Cartesian forces, eV/Å:
H 0.0 -0.1 0.2
C -0.2 0.3 -0.6
N -0.7 -0.5 -0.4
H -0.1 0.3 -0.5
H 0.0 -0.1 -0.1
H 0.6 -0.2 0.3
H 0.1 -0.1 -0.4
H 0.2 -0.1 0.1
H 0.3 0.1 0.1
C -0.2 0.0 0.7
H 0.2 0.5 0.6
H -0.1 -0.1 -0.3
H -0.1 0.1 0.3

Per-atom natural (NBO) charges, elementary charge units: H 0.171; C -0.637; N -0.872; H 0.456; H 0.468; H 0.470; H 0.186; H 0.221; H 0.214; C -0.650; H 0.464; H 0.256; H 0.254

Question: total energy of number 2 (C18H51FeN15O10)?
Answer: -96706.4371 eV